# 1
Here is a 4-piece molecular cluster, C4H15NO3 overall in a non-equilibrium geometry from the OMol25 dataset. Energies are from ωB97M-V/def2-TZVPD.

ORCA input file:
```
! RIJCOSX wB97M-V def2-TZVPD def2/J DEFGRID3
* xyz 0 1
C 1.13684 1.16465 -1.49338
N 0.36408 0.71721 -0.25474
C 1.35088 -0.01537 0.63183
C 0.64019 -2.33946 0.94220
C 0.68429 -1.08058 1.41780
H 1.76044 2.12388 -1.30598
H 0.79636 1.37081 -2.46255
H 1.75035 0.26854 -1.84200
H -0.44566 0.14626 -0.49474
H 2.11376 -0.21314 -0.10643
H 1.80232 0.69088 1.36616
H 0.23619 -3.15323 1.40216
H 1.14797 -2.89137 0.10956
H 0.14750 -0.71599 2.26354
H -2.60207 0.64641 -0.43011
H -2.22030 1.12440 0.81264
O -2.99185 0.73021 0.35813
H -1.38191 -1.53062 -2.65162
H -0.25451 -1.20559 -3.46288
O -0.56725 -1.79850 -2.84013
H -0.53199 2.48868 2.65636
H -1.50580 1.32365 2.94717
O -1.42982 2.14825 2.43701
*
```

Values from the calculation:
**Relative energy (zero: lowest compared OMol25 entry of this formula, charge and spin)**: 3.595 eV
**Structure (SMILES)**: C=CCNC.O.O.O
**HOMO energy**: -0.32919 Eh
**Gap between HOMO and LUMO**: 9.52 eV
**LUMO energy**: 0.6 eV

Mulliken population analysis, charges in e, atoms 1 to 4: atom 1 (C): -0.99, atom 2 (N): -0.22, atom 3 (C): -0.46, atom 4 (C): -0.82

---

# 2
Here is a 3-piece molecular cluster, C4H15NO3 overall in a non-equilibrium geometry from the OMol25 dataset. Energies are from ωB97M-V/def2-TZVPD.

ORCA input file:
```
! RIJCOSX wB97M-V def2-TZVPD def2/J DEFGRID3
* xyz 0 1
C -1.44806 2.30142 0.79436
C -0.41571 1.23453 0.42698
C -0.68916 -0.13878 0.97879
C 0.60549 -0.98013 0.74500
O 1.22631 -1.56646 1.88606
N -0.30114 1.10222 -1.02338
H -1.75056 2.10221 1.82437
H -2.31277 2.19674 0.16154
H -0.99234 3.28701 0.70928
H 0.48766 1.63675 0.85249
H -0.92208 -0.22062 2.04501
H -1.48254 -0.68050 0.48623
H 0.23610 -1.86741 0.21540
H 1.28288 -0.45861 0.06657
H 1.96989 -1.01402 2.14893
H -0.24352 1.98563 -1.49586
H -0.90143 0.40184 -1.40701
H -0.78012 -2.05861 -2.24189
H -2.08708 -1.66914 -2.72562
O -1.67545 -1.94273 -1.89071
H 3.15280 -1.32476 -0.11386
H 3.26112 -1.19633 -1.62457
O 3.77971 -1.13023 -0.81810
*
```

Values from the calculation:
**Relative energy (zero: lowest compared OMol25 entry of this formula, charge and spin)**: 1.117 eV
**Structure (SMILES)**: C[C@H](N)CCO.O.O
**HOMO energy**: -0.32965 Eh
**Gap between HOMO and LUMO**: 9.42 eV
**LUMO energy**: 0.4 eV

Mulliken population analysis, charges in e, atoms 1 to 4: atom 1 (C): -1.62, atom 2 (C): 0.32, atom 3 (C): -0.57, atom 4 (C): -0.37

---

# 3
Here is a 3-piece molecular cluster, C4H15NO3 overall in a non-equilibrium geometry from the OMol25 dataset. Energies are from ωB97M-V/def2-TZVPD.

ORCA input file:
```
! RIJCOSX wB97M-V def2-TZVPD def2/J DEFGRID3
* xyz 1 2
C 0.70816 -2.12870 -0.24329
N 0.01430 -0.81308 -0.48833
C -1.42779 -0.85829 -0.79950
C 0.75179 0.15560 -1.33914
C 0.65371 1.61853 -0.86579
O -0.59703 2.05933 -0.35364
H 0.07551 -2.72505 0.36030
H 0.86827 -2.51165 -1.27003
H 1.70474 -1.98279 0.16783
H -1.94544 -1.38168 -0.01036
H -1.63235 -1.26091 -1.77134
H -1.75137 0.17971 -0.88242
H 0.38220 0.13881 -2.38264
H 1.79499 -0.10118 -1.13277
H 0.58560 2.23934 -1.75722
H 1.24788 1.91368 0.05125
H -0.79876 1.62787 0.51008
H 1.39752 -0.34564 1.23125
H 0.28794 -0.96759 1.85734
O 0.87892 -0.22522 2.03271
H -1.19695 0.99032 2.47691
H -0.60273 2.45601 2.31941
O -1.39911 1.92260 2.28938
*
```

Values from the calculation:
**Relative energy (zero: lowest compared OMol25 entry of this formula, charge and spin)**: 2.080 eV
**HOMO energy (alpha / beta)**: -0.53191 / -0.53024 Eh
**Gap between HOMO and LUMO (alpha / beta)**: 11.19 / 6.64 eV
**LUMO energy (alpha / beta)**: -3.3 / -7.8 eV

Mulliken population analysis, charges in e, atoms 1 to 4: atom 1 (C): -1.05, atom 2 (N): 0.05, atom 3 (C): -1.00, atom 4 (C): -0.37

---

# 4
Here is a 3-piece molecular cluster, C4H15NO4 overall in a non-equilibrium geometry from the OMol25 dataset. Energies are from ωB97M-V/def2-TZVPD.

ORCA input file:
```
! RIJCOSX wB97M-V def2-TZVPD def2/J DEFGRID3
* xyz 0 1
C 0.63006 0.40039 1.74825
O 0.99114 1.38899 2.71571
C 0.56805 1.09483 0.41126
C 0.43585 0.10101 -0.76014
C 1.80729 -0.38394 -1.19115
O -0.32484 -1.06942 -0.44484
N -0.54414 2.05686 0.45848
H 1.34576 -0.41042 1.71058
H -0.32447 -0.04432 1.99283
H 1.05534 0.97345 3.59958
H 1.51125 1.62899 0.29694
H -0.02348 0.61768 -1.60520
H 1.69737 -1.11819 -1.96848
H 2.39658 0.43013 -1.57769
H 2.33594 -0.83178 -0.35518
H -1.26942 -0.85857 -0.29234
H -0.41984 2.76682 -0.24283
H -0.52476 2.51849 1.36017
H -3.42107 0.01764 -0.76471
H -2.42522 0.79965 0.14688
O -2.89044 -0.07408 0.02933
H -0.21986 -2.39027 -1.79267
H -0.67995 -3.72230 -2.43940
O -0.04386 -3.00206 -2.54913
*
```

Values from the calculation:
**Relative energy (zero: lowest compared OMol25 entry of this formula, charge and spin)**: 1.049 eV
**Structure (SMILES)**: C[C@@H](O)[C@@H](N)CO.O.O
**HOMO energy**: -0.36262 Eh
**Gap between HOMO and LUMO**: 10.53 eV
**LUMO energy**: 0.7 eV

Mulliken population analysis, charges in e, atoms 1 to 4: atom 1 (C): -0.65, atom 2 (O): -0.55, atom 3 (C): 0.09, atom 4 (C): 0.39

---

# 5
Here is a 5-piece molecular cluster, C4H15NO4 overall in a non-equilibrium geometry from the OMol25 dataset. Energies are from ωB97M-V/def2-TZVPD.

ORCA input file:
```
! RIJCOSX wB97M-V def2-TZVPD def2/J DEFGRID3
* xyz 1 2
N -1.43863 0.93926 -0.60626
C -0.74874 0.21051 0.28691
C -1.14362 -1.10520 0.48807
C 1.13142 1.76394 0.50359
C 0.42948 0.73683 0.97466
H -0.93433 1.59575 -1.20031
H -2.43845 1.07707 -0.52012
H -0.59379 -1.70265 1.20631
H -1.93734 -1.57147 -0.07936
H 2.00240 2.15541 1.01231
H 0.87743 2.26715 -0.41410
H 0.60090 0.23175 1.91799
H -3.52795 1.16867 1.34370
H -2.36035 1.78791 2.26631
O -3.11788 1.95998 1.69979
H 3.56725 -1.15603 1.01420
H 2.37276 -2.22964 1.08525
O 2.61986 -1.30476 1.08044
H -1.26042 -2.58792 -2.46706
H -1.05950 -1.02920 -2.45329
O -0.70439 -1.86333 -2.76557
H 2.49016 -0.14925 -0.72859
H 2.30818 -0.92753 -2.03705
O 2.86555 -0.26727 -1.60785
*
```

Values from the calculation:
**Relative energy (zero: lowest compared OMol25 entry of this formula, charge and spin)**: 0.480 eV
**HOMO energy (alpha / beta)**: -0.51760 / -0.51739 Eh
**Gap between HOMO and LUMO (alpha / beta)**: 9.26 / 6.25 eV
**LUMO energy (alpha / beta)**: -4.8 / -7.8 eV

Mulliken population analysis, charges in e, atoms 1 to 4: atom 1 (N): -0.15, atom 2 (C): 0.91, atom 3 (C): -0.78, atom 4 (C): -0.96

---

# 6
Here is a single C4H15NSi2 molecule in a non-equilibrium geometry from the OMol25 dataset. Energies are from ωB97M-V/def2-TZVPD.

ORCA input file:
```
! RIJCOSX wB97M-V def2-TZVPD def2/J DEFGRID3
* xyz 0 3
C 2.19903 -0.27446 -0.90995
C 0.62449 -1.81367 0.20563
C 0.57690 1.92993 0.86723
C 1.24873 -0.35303 0.31461
N 0.22530 0.56138 0.59627
Si -3.10971 -0.30465 0.42837
Si -1.38061 0.55058 -0.99996
H 1.51289 -0.32273 -1.73704
H 2.50465 0.77955 -0.86892
H 3.08437 -1.07050 -0.91461
H 1.28988 -2.64760 0.22513
H 0.22296 -2.01316 -0.70519
H -0.19964 -2.04837 1.00527
H 1.41065 2.27150 0.33067
H -0.35848 2.65033 0.57202
H 0.82392 1.97477 1.91816
H 2.03943 -0.20359 1.21268
H -2.89114 -0.34615 1.80150
H -4.38783 0.35756 0.17059
H -3.22414 -1.58484 -0.04344
H -0.81673 -0.19628 -2.19392
H -1.39494 2.10342 -1.27508
*
```

Values from the calculation:
**Relative energy (zero: lowest compared OMol25 entry of this formula, charge and spin)**: 2.319 eV
**HOMO energy (alpha / beta)**: -0.16693 / -0.34382 Eh
**Gap between HOMO and LUMO (alpha / beta)**: 5.31 / 7.40 eV
**LUMO energy (alpha / beta)**: 0.8 / -2.0 eV

Mulliken population analysis, charges in e, atoms 1 to 4: atom 1 (C): -1.01, atom 2 (C): -1.48, atom 3 (C): -0.97, atom 4 (C): 0.28

---

# 7
Here is a 5-piece molecular cluster, C4H16FN8O4 overall in a non-equilibrium geometry from the OMol25 dataset. Energies are from ωB97M-V/def2-TZVPD.

ORCA input file:
```
! RIJCOSX wB97M-V def2-TZVPD def2/J DEFGRID3
* xyz -1 1
F -12.94346 10.82584 9.99456
C -15.04033 8.83652 8.37161
O -15.59306 8.01710 7.65260
N -14.56002 8.49947 9.50794
N -15.05042 10.09020 8.04090
H -14.42575 7.50477 9.62040
H -13.81439 9.14033 9.73911
H -15.56720 10.42620 7.24081
H -14.51294 10.61239 8.71805
C -12.14991 13.78780 8.09791
O -11.84361 14.80441 7.49740
N -11.92701 13.60052 9.33652
N -12.74964 12.78233 7.56352
H -12.16849 12.66942 9.64450
H -11.47550 14.24505 9.96962
H -12.99529 12.85280 6.58638
H -13.06935 12.07128 8.20561
C -15.72552 13.30039 10.51650
O -14.82191 14.02202 10.95696
N -16.95397 13.66475 10.47415
N -15.49866 12.05199 10.07083
H -17.25478 14.59388 10.73169
H -17.65405 13.01372 10.14836
H -16.27820 11.56357 9.65386
H -14.59033 11.61237 10.11277
C -10.59986 8.42336 8.91619
O -9.88200 7.63209 8.33358
N -11.50343 8.13876 9.72099
N -10.61315 9.73677 8.81864
H -11.94275 8.91094 10.20147
H -12.00831 7.26501 9.67913
H -11.43004 10.19475 9.19686
H -9.96139 10.19205 8.19572
*
```

Values from the calculation:
**Relative energy (zero: lowest compared OMol25 entry of this formula, charge and spin)**: 2.122 eV
**HOMO energy**: -0.23679 Eh
**Gap between HOMO and LUMO**: 9.27 eV
**LUMO energy**: 2.8 eV

Mulliken population analysis, charges in e, atoms 1 to 4: atom 1 (F): -1.00, atom 2 (C): 0.47, atom 3 (O): -0.78, atom 4 (N): -0.43

---

# 8
Here is C4H16InN4 as an isolated structure in a non-equilibrium geometry from the OMol25 dataset. Energies are from ωB97M-V/def2-TZVPD.

ORCA input file:
```
! RIJCOSX wB97M-V def2-TZVPD def2/J DEFGRID3
* xyz -1 1
C 3.81596 -0.44538 0.96356
C 2.76601 -0.16459 -0.26414
N 2.48295 1.29492 -0.54608
In 0.38466 1.29536 -1.13948
C -0.87903 0.57180 0.65320
C -2.19287 -0.32568 0.14377
N -2.07474 -1.79940 0.47371
N -3.49292 0.29123 0.69894
N -2.28028 -0.10033 -1.37952
H 4.77491 0.23656 0.95042
H 4.21202 -1.56591 0.85164
H 3.30419 -0.32227 2.01269
H 1.73947 -0.70041 -0.03150
H 3.18952 -0.70511 -1.23734
H 2.53908 1.89447 0.30905
H 0.23870 0.06059 -2.46872
H -0.15137 2.94138 -1.61476
H -1.27932 1.56159 1.14734
H -0.18994 -0.01953 1.39800
H -1.96683 -2.39199 -0.37840
H -2.96057 -2.13823 0.95547
H -3.51197 1.24561 0.23895
H -3.43611 0.38039 1.74389
H -1.73497 -0.83045 -1.89468
H -3.29656 -0.26460 -1.58603
*
```

Values from the calculation:
**HOMO energy**: -0.13980 Eh
**Gap between HOMO and LUMO**: 7.15 eV
**LUMO energy**: 3.3 eV

Mulliken population analysis, charges in e, atoms 1 to 4: atom 1 (C): -0.95, atom 2 (C): 0.07, atom 3 (N): -0.72, atom 4 (In): 0.74

---

# 9
Here is a 3-piece molecular cluster, C4H16N2O2 overall in a non-equilibrium geometry from the OMol25 dataset. Energies are from ωB97M-V/def2-TZVPD.

ORCA input file:
```
! RIJCOSX wB97M-V def2-TZVPD def2/J DEFGRID3
* xyz 0 1
C -1.70021 0.63506 -0.93751
N -2.66770 1.66259 -0.57841
C -0.76007 0.22270 0.25783
C 0.18816 1.39500 0.60477
C 1.57099 0.83102 1.00957
N 1.38637 0.41535 2.42504
H -1.14027 0.88604 -1.83144
H -2.16434 -0.34287 -1.13088
H -3.14071 1.34348 0.25744
H -2.10819 2.47893 -0.35813
H -0.23547 -0.66019 -0.11451
H -1.35529 -0.04911 1.13372
H -0.07345 1.93027 1.53054
H 0.03477 2.23907 -0.06566
H 2.07331 0.11168 0.35721
H 2.25316 1.69433 0.99963
H 2.23052 0.60980 2.95803
H 1.32246 -0.58868 2.56382
H 2.63492 -3.21269 0.34054
H 2.28009 -3.53183 -0.92205
O 2.35741 -4.03031 -0.10544
H -1.00147 -1.51185 -2.04650
H -1.08763 -0.82021 -3.36303
O -0.89738 -1.70760 -2.98460
*
```

Values from the calculation:
**Relative energy (zero: lowest compared OMol25 entry of this formula, charge and spin)**: 1.546 eV
**Structure (SMILES)**: NCCCCN.O.O
**HOMO energy**: -0.34788 Eh
**Gap between HOMO and LUMO**: 9.88 eV
**LUMO energy**: 0.4 eV

Mulliken population analysis, charges in e, atoms 1 to 4: atom 1 (C): -0.97, atom 2 (N): -0.57, atom 3 (C): -0.13, atom 4 (C): -0.58

---

Number 1: energy -12020.6230 eV. Number 2: energy -12023.1010 eV. Number 3: energy -12013.7538 eV. Number 4: energy -14071.6611 eV. Number 5: energy -14061.6713 eV. Number 6: energy -21629.5547 eV. Number 7: energy -27241.0408 eV. Number 8: energy -15538.9589 eV. Number 9: energy -11481.4254 eV.